(1)
Entry from OMol25: a 2-piece molecular cluster, C2H6O2Si overall at a distorted geometry (the ωB97M-V functional and the def2-TZVPD basis).

```
11
Properties=species:S:1:pos:R:3:mulliken_charge:R:1
C 2.431 -0.617 0.064 -0.94
Si 0.857 0.350 0.518 0.64
O 0.654 1.776 0.056 -0.48
H 3.320 -0.117 0.393 0.30
H 2.351 -1.534 0.486 0.31
H 2.371 -0.561 -1.038 0.26
H -0.179 -0.505 0.952 -0.09
C -2.955 0.264 -0.339 -0.04
O -3.003 -0.523 0.553 -0.39
H -2.319 0.169 -1.191 0.24
H -3.528 1.297 -0.454 0.19
```

Properties
HOMO: -10.19 eV
net charge: 0
SMILES: C[SiH]=O.C=O
gap between HOMO and LUMO: 10.092 eV

(2)
Entry from OMol25: C6H10O as an isolated structure (the ωB97M-V functional and the def2-TZVPD basis).

```
17
Properties=species:S:1:pos:R:3:mulliken_charge:R:1
C -2.143 0.350 -1.012 -1.33
C -1.081 0.405 0.054 0.14
O -0.798 -0.817 0.755 -0.49
C 0.395 -0.165 1.249 -0.01
C 1.639 -0.931 0.815 -0.74
C 1.482 -0.258 -0.583 -0.71
C 0.412 0.729 -0.007 -0.06
H -1.879 -0.202 -1.918 0.31
H -3.033 -0.104 -0.560 0.33
H -2.393 1.384 -1.277 0.34
H -1.443 1.111 0.835 0.23
H 0.165 0.299 2.217 0.47
H 1.555 -2.021 0.855 0.29
H 2.548 -0.620 1.343 0.28
H 2.386 0.267 -0.911 0.30
H 1.160 -0.935 -1.379 0.26
H 0.696 1.783 -0.010 0.39
```

Properties
HOMO: -9.48 eV
net charge: 0
gap between HOMO and LUMO: 10.614 eV

(3)
Entry from OMol25: C3H6N2S as an isolated structure at a distorted geometry (the ωB97M-V functional and the def2-TZVPD basis).

```
12
Properties=species:S:1:pos:R:3:mulliken_charge:R:1
C -0.875 -0.071 0.563 -0.43
C -0.446 -1.536 0.058 -0.39
C 0.710 -0.678 -0.568 0.03
H 0.887 2.208 0.933 0.29
H 1.076 2.084 -1.114 0.32
H -2.100 0.261 0.541 0.24
H -0.577 0.438 1.662 0.19
H -0.910 -1.723 -0.946 0.22
H -0.317 -2.384 0.744 0.31
N 0.311 1.872 -0.125 -0.84
N 0.213 0.481 -0.134 0.41
S 2.027 -0.952 -1.615 -0.37
```

Properties
HOMO: -8.33 eV
net charge: 0
gap between HOMO and LUMO: 8.627 eV

(4)
Entry from OMol25: one molecule with the formula C6H10 (the ωB97M-V functional and the def2-TZVPD basis).

```
16
Properties=species:S:1:pos:R:3:mulliken_charge:R:1
C -1.646 -0.591 -0.715 -1.42
C -0.220 -0.171 -1.043 0.63
C 0.141 1.192 -0.673 -1.24
C 0.852 0.659 1.706 -0.81
C 1.005 -0.587 1.144 -0.18
C 0.858 -0.831 -0.223 -0.50
H -1.801 -1.658 -0.906 0.36
H -2.361 -0.016 -1.316 0.35
H -1.849 -0.398 0.344 0.32
H 0.012 -0.365 -2.099 0.34
H 0.998 1.661 -1.145 0.36
H -0.544 1.837 -0.136 0.43
H 0.578 0.780 2.755 0.30
H 1.286 1.526 1.230 0.33
H 1.218 -1.446 1.788 0.37
H 1.471 -1.592 -0.712 0.38
```

Properties
HOMO (alpha / beta): -7.56 / -7.44 eV
net charge: 0
gap between HOMO and LUMO (alpha / beta): 7.882 / 7.943 eV

(5)
Entry from OMol25: one molecule with the formula C6H9ClN2O2 at a distorted geometry (the ωB97M-V functional and the def2-TZVPD basis).

```
20
Properties=species:S:1:pos:R:3:mulliken_charge:R:1
C -1.019 1.052 0.303 0.40
C 2.447 -0.595 0.760 -0.85
C 1.650 -1.630 -0.104 -0.46
C 1.573 0.662 0.661 0.08
C 0.174 0.278 0.373 0.18
C -3.254 1.097 -0.564 -0.71
N -0.520 -1.849 -0.891 -1.14
N 0.224 -1.015 -0.251 0.78
O -1.162 2.088 0.929 -0.62
O -1.924 0.489 -0.538 -0.35
Cl 2.248 1.602 -0.685 -0.21
H 2.431 -1.055 1.712 0.31
H 3.427 -0.356 0.454 0.43
H 1.939 -1.743 -1.171 0.27
H 1.819 -2.709 0.248 0.33
H 1.807 1.240 1.580 0.37
H -3.179 2.292 -0.604 0.25
H -3.641 0.912 0.395 0.35
H -3.736 0.576 -1.298 0.27
H -1.304 -1.334 -1.309 0.31
```

Properties
HOMO (alpha / beta): -8.41 / -8.41 eV
net charge: 0
gap between HOMO and LUMO (alpha / beta): 8.329 / 8.331 eV

(6)
Entry from OMol25: C15H18ClN3O2S as an isolated structure at a distorted geometry (the ωB97M-V functional and the def2-TZVPD basis).

```
40
Properties=species:S:1:pos:R:3:mulliken_charge:R:1
C -7.264 -1.811 0.178 -0.81
H -6.778 -2.350 -0.788 0.30
O -6.845 -0.347 0.016 -0.35
C -5.647 -0.098 -0.004 0.93
C -4.603 -1.119 -0.105 -0.85
C -3.400 -0.500 0.074 0.45
C -3.205 0.847 0.140 0.43
C -4.234 1.864 -0.174 -0.57
C -5.533 1.351 -0.122 -0.90
H -6.306 1.923 -0.053 0.65
H -4.111 3.109 -0.070 0.12
C -1.826 1.364 -0.146 -0.18
C -0.902 -0.022 -0.123 0.13
S -1.840 -1.224 0.083 -0.38
C 0.519 -0.104 -0.132 1.02
O 0.873 -1.265 0.172 -0.71
N 1.356 0.845 -0.017 0.04
N 2.684 0.941 0.043 -0.41
C 3.349 0.624 1.177 -0.75
C 4.718 0.377 1.226 -1.28
N 5.013 -0.788 0.132 0.07
C 6.273 -0.567 -0.168 -0.93
H 6.616 -1.439 -0.849 0.36
H 7.038 -0.547 0.675 0.25
H 6.523 0.396 -1.205 0.16
C 4.104 -0.963 -0.789 -0.42
C 3.349 0.138 -1.186 -0.82
H 4.113 1.177 -1.641 0.19
H 2.498 0.093 -1.831 0.53
H 3.298 -1.699 -0.294 0.23
H 4.466 -1.353 -1.709 0.42
H 5.151 0.093 1.965 0.82
H 5.212 1.317 0.762 0.36
H 3.002 1.154 1.970 0.66
H 2.750 -0.494 1.557 0.19
H 0.950 2.133 -0.057 0.26
Cl -1.146 2.905 -0.274 -0.28
H -4.758 -1.990 0.352 0.42
H -8.420 -1.822 0.119 0.23
H -7.036 -2.149 1.097 0.40
```

Properties
HOMO: -7.19 eV
net charge: 0
gap between HOMO and LUMO: 7.267 eV

(7)
Entry from OMol25: C20H43Cl2CoF5P2 as an isolated structure at a distorted geometry (the ωB97M-V functional and the def2-TZVPD basis).

```
73
Properties=species:S:1:pos:R:3:lowdin_spin:R:1
Co 0.577 0.511 0.051 2.91
Cl 0.729 1.153 -1.977 0.25
P 2.053 -1.361 -0.469 0.08
C 3.653 -0.579 -1.031 0.00
C 2.571 -2.486 0.933 0.01
C 1.587 -2.501 -1.894 0.02
C 3.926 0.753 -0.328 0.03
H 3.433 -0.375 -2.094 0.00
C 4.885 -1.493 -0.935 0.00
H 5.268 -1.538 0.094 0.00
H 5.669 -1.064 -1.577 0.00
H 4.707 -2.518 -1.278 0.00
H 3.285 1.547 -0.722 0.01
H 4.969 1.043 -0.501 0.00
H 3.772 0.691 0.754 0.01
H 1.380 -1.744 -2.670 0.00
C 0.327 -3.328 -1.658 0.00
C 2.723 -3.411 -2.384 0.01
H 3.559 -2.855 -2.826 0.00
H 2.319 -4.075 -3.162 0.00
H 3.097 -4.062 -1.574 0.00
H -0.232 -3.029 -0.773 0.00
H 0.558 -4.394 -1.559 0.00
H -0.334 -3.237 -2.528 0.00
C 3.036 -1.702 2.159 0.00
H 3.430 -3.032 0.508 0.00
C 1.484 -3.485 1.315 0.00
H 3.932 -1.102 1.972 0.00
H 3.270 -2.423 2.954 0.00
H 2.241 -1.041 2.527 0.00
H 0.512 -2.997 1.466 0.00
H 1.768 -3.958 2.264 0.00
H 1.374 -4.281 0.575 0.00
Cl -0.028 -0.252 1.967 0.27
H 1.689 1.327 0.536 0.19
P -1.428 2.065 0.105 0.09
C -2.432 2.331 -1.462 0.01
C -2.773 1.966 1.403 0.02
C -0.522 3.660 0.396 0.00
C -2.611 1.025 -2.218 0.00
H -1.741 2.960 -2.045 0.00
C -3.761 3.074 -1.293 0.00
H -4.563 2.438 -0.891 0.00
H -4.073 3.396 -2.298 0.00
H -3.679 3.972 -0.668 0.00
H -1.640 0.710 -2.611 0.00
H -3.284 1.164 -3.071 0.00
H -3.019 0.226 -1.591 0.00
H 0.110 3.716 -0.509 0.00
C 0.404 3.558 1.619 0.02
C -1.467 4.865 0.427 0.00
H -1.929 5.039 -0.552 0.00
H -0.896 5.766 0.689 0.00
H -2.261 4.740 1.179 0.00
H 0.495 2.530 1.999 0.01
H 0.059 4.200 2.441 0.00
H 1.421 3.868 1.338 0.00
C -3.594 0.693 1.194 0.00
H -3.410 2.836 1.182 0.00
C -2.263 2.084 2.832 0.00
H -4.410 0.838 0.477 0.00
H -4.055 0.386 2.141 0.00
H -2.985 -0.146 0.834 0.00
H -1.500 1.318 3.030 0.00
H -3.109 1.905 3.509 0.00
H -1.839 3.069 3.048 0.00
F -3.454 -2.666 -1.568 0.00
C -3.104 -2.018 -0.448 0.00
F -1.891 -1.395 -0.683 0.01
C -3.019 -2.979 0.713 0.00
F -2.068 -3.925 0.478 0.00
F -2.691 -2.369 1.880 0.00
F -4.208 -3.606 0.856 0.00
```

Properties
HOMO (alpha / beta): -2.32 / -2.32 eV
2S+1: 5
net charge: -1
gap between HOMO and LUMO (alpha / beta): 5.036 / 4.459 eV

(8)
Entry from OMol25: a 2-piece molecular cluster, C5H11O3 overall at a distorted geometry (the ωB97M-V functional and the def2-TZVPD basis).

```
19
Properties=species:S:1:pos:R:3:lowdin_spin:R:1
O 2.561 -0.161 0.704 0.23
C 2.021 0.178 -0.333 0.11
O 2.304 0.169 -1.533 0.39
C 0.571 0.918 -0.126 0.21
C -0.438 0.133 -0.949 0.02
C -0.674 -1.293 -0.439 0.00
C -2.150 -1.673 -0.536 0.00
H 0.377 0.975 0.940 0.01
H 0.672 1.962 -0.374 0.00
H -1.390 0.671 -0.985 0.01
H -0.090 0.120 -1.978 0.00
H -0.126 -1.983 -1.089 0.00
H -0.359 -1.445 0.582 0.00
H -2.382 -2.729 -0.403 0.00
H -2.563 -1.371 -1.500 0.00
H -2.719 -1.134 0.230 0.00
H 1.888 2.757 2.942 0.00
H 1.433 1.560 2.211 0.00
O 1.065 2.346 2.635 0.00
```

Properties
HOMO (alpha / beta): -11.00 / -10.61 eV
2S+1: 2
net charge: 0
gap between HOMO and LUMO (alpha / beta): 11.787 / 7.170 eV

In the order shown, the computed DFT total energy values come out to -519.72243; -309.77518; -625.42117; -234.46121; -954.11156; -1754.95179; -4273.01991; -422.75747 hartree.